(1)
# C2HN3O2

C2HN3O2 in the gas phase (the ωB97M-V functional and the def2-TZVPD basis, the Open Molecules 2025 dataset).

Structure (XYZ):
```
8
C2HN3O2 the ωB97M-V functional and the def2-TZVPD basis
O 0.31348 2.54970 -0.05484
C -0.02708 1.39760 -0.07313
N -0.00703 0.56641 -1.17265
N 0.22846 -0.70877 -1.18942
C 0.12557 -1.35385 0.23375
N -0.48182 -0.70966 1.19599
O -0.50179 0.63797 1.00079
H 0.35020 -2.37941 0.05951
```

The LUMO energy comes out at -1.724 eV. As for the total energy: -391.4034 Eh. The calculation puts the relative energy (zero: lowest compared OMol25 entry of this formula, charge and spin) at 123.8 kcal/mol. The value obtained for the maximum force is 0.1019 Eh/bohr. Its highest occupied orbital energy is -10.202 eV. As for the spin multiplicity: 1. The HOMO-LUMO gap is 8.48 eV.

Atomic partial charges in e from the Mulliken method, atoms 1 to 5:
1 O -0.438
2 C 0.665
3 N -0.174
4 N -0.115
5 C -0.007



(2)
# C4H11NO

C4H11NO in the gas phase (the ωB97M-V functional and the def2-TZVPD basis, the Open Molecules 2025 dataset).

Structure (XYZ):
```
17
C4H11NO the ωB97M-V functional and the def2-TZVPD basis
C -0.30329 -2.17812 0.33709
C 0.78148 -1.28033 -0.28006
C 0.90646 0.08373 0.37344
N -0.34763 0.83536 0.36573
C -0.33992 1.98886 -0.50158
O -1.56299 2.67009 -0.37051
H -0.13406 -2.22043 1.41713
H -1.31229 -1.80290 0.17178
H -0.26108 -3.15953 -0.11420
H 1.72363 -1.81820 -0.20776
H 0.60628 -1.11504 -1.34606
H 1.64353 0.67075 -0.19273
H 1.28773 0.07345 1.39511
H -1.14436 0.25296 0.13049
H -0.24649 1.72015 -1.55597
H 0.48437 2.64459 -0.19208
H -1.78135 2.63463 0.57017
```

The LUMO energy comes out at 1.071 eV. As for the total energy: -288.9793 Eh. The calculation puts the relative energy (zero: lowest compared OMol25 entry of this formula, charge and spin) at 23.7 kcal/mol. The value obtained for the maximum force is 0.0141 Eh/bohr. Its highest occupied orbital energy is -8.970 eV. As for the spin multiplicity: 1. The HOMO-LUMO gap is 10.04 eV.

Atomic partial charges in e from the Mulliken method, atoms 1 to 5:
1 C -1.156
2 C -0.391
3 C -0.628
4 N -0.265
5 C -0.354



(3)
# C30H43BrN2P2Pb

A molecular structure, C30H43BrN2P2Pb (the ωB97M-V functional and the def2-TZVPD basis, the Open Molecules 2025 dataset).

Structure (XYZ):
```
79
C30H43BrN2P2Pb the ωB97M-V functional and the def2-TZVPD basis
C 1.28517 -3.49454 1.90160
C 0.45590 -3.34969 0.76597
C -0.79187 -4.01949 0.78081
C -1.05676 -4.93294 1.81852
N -0.22142 -5.10831 2.84495
C 0.93000 -4.43393 2.88795
C 0.83912 -2.53447 -0.32760
C 1.13898 -1.73825 -1.25277
C 1.71968 -1.57439 -2.55662
C 1.69932 -0.37373 -3.28605
C 2.26378 -0.32048 -4.56626
C 2.86225 -1.46888 -5.10917
C 2.88581 -2.67764 -4.39134
C 2.30174 -2.71155 -3.12625
Pb -0.12155 -0.00343 -0.05704
P -1.14029 0.08988 2.40375
H -1.51626 -3.89034 -0.01897
H 2.20586 -2.92695 2.00589
H -1.96918 -5.53673 1.79556
H 1.60923 -4.63858 3.72113
H 2.28566 -3.63478 -2.55378
H 1.25159 0.52380 -2.85415
H 3.34925 -3.55863 -4.81399
H 2.24590 0.59986 -5.13596
C -1.77096 1.77173 2.75284
C -2.91346 1.80987 3.76180
H -2.10123 2.16628 1.77695
H -0.94284 2.41972 3.08349
H -3.23624 2.84631 3.90868
H -3.77971 1.24687 3.41338
H -2.61030 1.42257 4.73925
C -2.50185 -1.13817 2.34168
C -2.80141 -1.80987 3.67414
H -2.16269 -1.89472 1.61308
H -3.41694 -0.69045 1.91825
H -3.61980 -2.52860 3.54821
H -1.94010 -2.37211 4.04234
H -3.11292 -1.09366 4.44180
C 0.16234 -0.42562 3.57514
C -0.09450 0.01554 5.01453
H 1.07958 0.05001 3.18541
H 0.33502 -1.51239 3.51731
H 0.72863 -0.32233 5.65402
H -0.14665 1.10052 5.09514
H -1.01523 -0.41457 5.42033
Br 3.66224 -1.38524 -6.82048
P -2.04033 0.47845 -1.80617
C -3.58491 0.61855 -0.84522
C -4.68654 1.32840 -1.61927
H -3.32549 1.17380 0.07516
H -3.92210 -0.37854 -0.51715
H -5.58504 1.38718 -0.99586
H -4.40222 2.34740 -1.88615
H -4.95661 0.78461 -2.52983
C -1.65600 1.98452 -2.75308
C -2.28324 1.97874 -4.14229
H -0.55430 2.02790 -2.80793
H -1.97690 2.87535 -2.18735
H -2.02415 2.91037 -4.65610
H -1.91490 1.15066 -4.75124
H -3.37527 1.92284 -4.09244
C -2.00214 -1.02834 -2.83775
C -3.34991 -1.36211 -3.46734
H -1.66841 -1.83805 -2.16945
H -1.22467 -0.93833 -3.61227
H -3.24892 -2.27399 -4.06489
H -4.11431 -1.54534 -2.71137
H -3.69513 -0.56932 -4.13809
C 3.19982 3.98147 0.13625
C 3.64804 2.66271 -0.08308
C 2.72282 1.61526 -0.14048
N 1.39457 1.82411 0.01121
C 0.94158 3.08510 0.21397
C 1.81266 4.17695 0.28749
H 3.89298 4.81365 0.18058
H 4.68944 2.42723 -0.21514
H 3.03951 0.58171 -0.31748
H -0.13986 3.20895 0.31910
H 1.38911 5.15069 0.45597
```

The LUMO energy comes out at -6.019 eV. As for the total energy: -4727.4055 Eh. The calculation puts the relative energy (zero: lowest compared OMol25 entry of this formula, charge and spin) at 1.6 kcal/mol. The value obtained for the maximum force is 0.0935 Eh/bohr. Its highest occupied orbital energy is -11.986 eV. Its charge is +2. As for the spin multiplicity: 1. The HOMO-LUMO gap is 5.97 eV.

Atomic partial charges in e from the Mulliken method, atoms 1 to 5:
1 C -0.328
2 C 1.122
3 C -0.144
4 C -0.544
5 N -0.541



(4)
# C4H11N2

A gas-phase ion, C4H11N2 (charge +1) (the ωB97M-V functional and the def2-TZVPD basis, the Open Molecules 2025 dataset).

Structure (XYZ):
```
17
C4H11N2 the ωB97M-V functional and the def2-TZVPD basis
C 0.24237 1.31694 1.65488
C -0.47802 -0.01354 1.36887
C -0.28766 -0.46467 -0.04654
N 1.03801 -1.10654 -0.30036
C -0.87638 0.01057 -1.13604
N -0.38622 -0.28968 -2.41350
H -0.36371 2.14610 1.29359
H 1.22553 1.36759 1.18047
H 0.36066 1.44428 2.72667
H -0.15089 -0.78210 2.07377
H -1.53953 0.12583 1.57234
H 1.74014 -0.61708 0.26136
H 1.06087 -2.07862 0.00897
H 1.18395 -0.98463 -1.31992
H -1.63396 0.77155 -1.01328
H -0.54182 -1.22427 -2.76747
H -0.59335 0.37827 -3.14382
```

The LUMO energy comes out at -3.396 eV. As for the total energy: -268.2557 Eh. The calculation puts the relative energy (zero: lowest compared OMol25 entry of this formula, charge and spin) at 30.9 kcal/mol. The value obtained for the maximum force is 0.0182 Eh/bohr. Its highest occupied orbital energy is -13.619 eV. Its charge is +1. As for the spin multiplicity: 1. The HOMO-LUMO gap is 10.22 eV.

Atomic partial charges in e from the Mulliken method, atoms 1 to 5:
1 C -0.925
2 C -0.842
3 C -0.189
4 N -0.180
5 C 0.130